[1]
{"formula": "C28H32As2N2O2PPd", "method": "the ωB97M-V functional and the def2-TZVPD basis", "symbols": ["Pd", "As", "As", "P", "O", "O", "N", "N", "C", "C", "C", "C", "C", "C", "C", "C", "C", "C", "C", "C", "C", "C", "C", "C", "C", "C", "C", "C", "C", "C", "C", "C", "C", "C", "C", "C", "H", "H", "H", "H", "H", "H", "H", "H", "H", "H", "H", "H", "H", "H", "H", "H", "H", "H", "H", "H", "H", "H", "H", "H", "H", "H", "H", "H", "H", "H", "H", "H"], "coordinates": [[0.256, -0.072, 0.152], [-2.101, 0.408, -0.480], [0.266, 2.479, 0.397], [0.811, -2.423, 0.313], [-0.495, -0.628, -2.731], [1.003, 0.548, -1.818], [2.639, -0.142, 0.293], [0.493, 0.054, -2.881], [-3.335, -0.633, -1.522], [-0.908, 2.964, -1.072], [1.783, -1.845, 2.928], [0.682, -1.944, 2.071], [-0.306, -4.814, 1.253], [0.064, -4.048, 0.150], [1.925, 3.332, -0.108], [-0.721, -5.786, -1.321], [-0.157, -4.534, -1.140], [-1.084, -6.549, -0.218], [-1.890, 2.057, -1.478], [4.539, -3.790, -0.673], [3.303, -1.382, -0.059], [5.245, -2.599, -0.765], [4.630, -1.395, -0.451], [-0.762, 4.167, -1.749], [-0.402, 3.657, 1.785], [-1.566, 4.456, -2.843], [-3.216, 1.011, 0.999], [-2.687, 2.347, -2.577], [-0.672, -0.830, 3.751], [1.658, -1.237, 4.165], [-0.882, -6.063, 1.065], [3.205, -3.776, -0.293], [-2.520, 3.543, -3.263], [0.434, -0.713, 4.573], [2.576, -2.570, 0.003], [-0.551, -1.441, 2.505], [-4.263, -0.077, -1.649], [-0.012, 4.890, -1.449], [-3.439, 1.649, -2.921], [0.105, -3.931, -2.003], [-0.142, -4.445, 2.258], [-0.487, 4.658, 1.364], [5.184, -0.466, -0.509], [-1.529, -7.524, -0.361], [-1.381, 3.316, 2.114], [2.740, -2.252, 2.623], [0.347, -0.237, 5.541], [2.649, -4.703, -0.244], [-2.879, -0.861, -2.482], [-3.536, -1.558, -0.983], [2.182, 3.013, -1.117], [6.280, -2.606, -1.079], [-3.848, 1.836, 0.675], [-2.587, 1.330, 1.828], [2.838, 0.100, 1.260], [-0.886, -6.162, -2.321], [2.517, -1.178, 4.822], [1.816, 4.416, -0.080], [-1.638, -0.463, 4.074], [-1.167, -6.656, 1.924], [5.021, -4.729, -0.907], [0.280, 3.668, 2.634], [2.710, 3.045, 0.590], [-1.437, 5.388, -3.377], [-1.438, -1.597, 1.899], [2.962, 0.609, -0.307], [-3.136, 3.759, -4.126], [-3.843, 0.184, 1.332]], "lowdin_charge": [0.4219, 1.1015, 1.1237, 1.0505, -0.1386, -0.2845, 0.0279, -0.1859, -0.2684, -0.4121, -0.0883, -0.4040, -0.0756, -0.3741, -0.2830, -0.0661, -0.0941, -0.0652, -0.4129, -0.0595, -0.3086, -0.0549, -0.0162, -0.0942, -0.2688, -0.0606, -0.2681, -0.0860, -0.0723, -0.0606, -0.0658, -0.0568, -0.0569, -0.0655, -0.3127, -0.1539, 0.0396, 0.1003, 0.0979, 0.1118, 0.1051, 0.0374, 0.1197, 0.1110, 0.0145, 0.1132, 0.1114, 0.1102, 0.0242, 0.0362, 0.0356, 0.1133, 0.0407, -0.0001, 0.0967, 0.1115, 0.1127, 0.0326, 0.1105, 0.1105, 0.1128, 0.0329, 0.0266, 0.1122, 0.0871, 0.0751, 0.1128, 0.0328], "homo_ev": [-9.704, -11.298], "relative_energy_kj_mol": 133.8, "lumo_energy_ev": [-2.0, -3.8], "orbital_gap_ev": [7.7, 7.5], "max_force_ev_per_a": 0.6, "multiplicity": 3, "s_squared": 2.012, "total_charge": 1}

***

[2]
{"formula": "C28H32CoN5O2PS2SbSe", "method": "the ωB97M-V functional and the def2-TZVPD basis", "symbols": ["Sb", "Se", "Co", "S", "S", "P", "O", "O", "N", "N", "N", "N", "N", "C", "C", "C", "C", "C", "C", "C", "C", "C", "C", "C", "C", "C", "C", "C", "C", "C", "C", "C", "C", "C", "C", "C", "C", "C", "C", "C", "C", "H", "H", "H", "H", "H", "H", "H", "H", "H", "H", "H", "H", "H", "H", "H", "H", "H", "H", "H", "H", "H", "H", "H", "H", "H", "H", "H", "H", "H", "H", "H", "H"], "coordinates": [[14.911, 13.215, 11.754], [12.367, 8.231, 8.457], [12.836, 10.744, 10.243], [10.658, 10.458, 9.538], [9.374, 13.449, 10.834], [9.409, 12.039, 9.453], [9.401, 12.731, 7.973], [7.987, 11.280, 9.237], [12.928, 6.547, 8.696], [12.906, 12.584, 9.492], [15.421, 10.966, 9.569], [13.103, 8.765, 9.990], [12.899, 10.947, 12.368], [14.712, 7.870, 11.643], [10.894, 9.439, 12.563], [12.582, 13.009, 8.214], [8.088, 13.352, 7.683], [12.726, 14.837, 10.337], [15.204, 6.717, 12.159], [17.708, 9.957, 10.702], [13.261, 13.542, 10.326], [15.866, 11.440, 10.767], [7.611, 8.877, 9.406], [13.881, 11.884, 14.310], [12.107, 10.302, 14.470], [12.126, 15.199, 9.125], [8.392, 14.361, 6.600], [15.031, 5.458, 11.447], [12.009, 10.268, 13.122], [16.940, 10.906, 11.413], [17.448, 9.687, 9.397], [16.284, 10.244, 8.811], [13.069, 11.042, 15.093], [7.473, 10.262, 10.184], [13.744, 11.841, 12.954], [12.145, 14.328, 8.028], [13.830, 7.754, 10.538], [12.532, 12.018, 7.063], [15.830, 9.887, 7.435], [14.264, 5.250, 10.320], [13.699, 6.456, 9.758], [16.580, 9.564, 6.685], [10.051, 9.939, 12.159], [9.250, 14.984, 6.935], [15.661, 6.651, 13.153], [8.128, 10.327, 11.126], [6.471, 10.583, 10.482], [7.766, 13.887, 8.577], [14.174, 4.269, 9.863], [11.761, 14.698, 7.088], [15.408, 10.819, 6.955], [11.360, 9.749, 15.056], [11.290, 8.757, 11.758], [17.258, 11.235, 12.414], [7.332, 12.547, 7.570], [12.866, 11.065, 7.377], [15.025, 9.140, 7.357], [18.193, 9.176, 8.758], [13.111, 11.170, 16.223], [15.017, 8.852, 12.010], [15.575, 4.636, 11.937], [18.490, 9.429, 11.214], [14.741, 12.441, 14.800], [8.583, 13.881, 5.605], [7.280, 8.914, 8.397], [11.509, 11.840, 6.772], [11.862, 16.215, 8.911], [13.184, 12.424, 6.252], [8.656, 8.604, 9.448], [6.998, 8.148, 9.961], [7.554, 15.123, 6.440], [10.632, 8.820, 13.385], [12.994, 15.577, 11.110]], "lowdin_charge": [1.5251, 1.1180, 0.4475, 0.4040, 0.2719, -0.0493, -0.3710, -0.4118, -0.2052, -0.0839, 0.0564, -0.3612, 0.0269, -0.0363, -0.0422, -0.2730, -0.2818, -0.1144, -0.0464, -0.0638, -0.4571, -0.4438, -0.0617, -0.1266, -0.0422, -0.0876, -0.0777, -0.0567, -0.2974, -0.1370, -0.0196, -0.2997, -0.0319, -0.2099, -0.4499, 0.0120, -0.2812, -0.0312, -0.0379, 0.0054, -0.3396, 0.0931, 0.0298, 0.0695, 0.1194, 0.0951, 0.1129, 0.0746, 0.1211, 0.1284, 0.0913, 0.1338, 0.0736, 0.1070, 0.1218, 0.0006, 0.0494, 0.1328, 0.1447, 0.1022, 0.1140, 0.1123, 0.1197, 0.0886, 0.0623, 0.0710, 0.1077, 0.1104, 0.0143, 0.0784, 0.1013, 0.0699, 0.1109], "homo_ev": [-8.251, -10.378], "relative_energy_kj_mol": 139.2, "lumo_energy_ev": [-3.9, -5.8], "orbital_gap_ev": [4.3, 4.6], "max_force_ev_per_a": 3.7, "multiplicity": 6, "s_squared": 8.782, "total_charge": 1}

***

[3]
{"formula": "C28H32CrN7O4", "method": "the ωB97M-V functional and the def2-TZVPD basis", "symbols": ["Cr", "O", "O", "O", "O", "N", "N", "N", "N", "N", "N", "N", "C", "C", "C", "C", "C", "C", "C", "C", "C", "C", "C", "C", "C", "C", "C", "C", "C", "C", "C", "C", "C", "C", "C", "C", "C", "C", "C", "C", "H", "H", "H", "H", "H", "H", "H", "H", "H", "H", "H", "H", "H", "H", "H", "H", "H", "H", "H", "H", "H", "H", "H", "H", "H", "H", "H", "H", "H", "H", "H", "H"], "coordinates": [[-0.071, 0.230, -0.099], [0.250, 0.648, -3.399], [1.258, 0.740, -1.412], [7.094, 2.210, -2.681], [5.848, 1.765, -0.977], [1.821, -0.393, 1.097], [6.037, 1.916, -2.175], [-1.417, -0.390, 1.419], [-1.200, -1.388, -0.969], [-1.637, 1.382, -0.612], [1.691, -2.076, -1.199], [0.523, 2.029, 1.038], [3.921, 1.677, -5.251], [-1.441, -1.631, -2.261], [2.576, -1.668, 1.019], [5.026, 1.876, -4.433], [-2.468, -3.729, -1.751], [-1.372, -1.869, 1.361], [-2.256, -3.456, -0.405], [1.810, 4.032, 2.496], [1.453, 2.824, 0.480], [-2.757, 1.239, 0.115], [0.175, 2.273, 2.316], [-1.625, -2.278, -0.059], [-0.987, 1.555, 2.956], [-2.626, 3.231, -1.745], [0.816, 3.254, 3.065], [-1.574, 2.369, -1.518], [-1.062, 0.046, 2.786], [-3.840, 2.084, -0.039], [1.250, 0.840, -2.719], [2.699, 1.326, -4.702], [2.923, -1.979, -0.425], [2.571, 1.166, -3.323], [-2.787, 0.076, 1.066], [-2.068, -2.790, -2.688], [3.675, 1.352, -2.503], [2.113, 3.826, 1.159], [-3.782, 3.091, -0.990], [4.885, 1.704, -3.066], [1.691, 2.626, -0.554], [-2.947, -4.650, -2.054], [-0.108, -0.406, 3.057], [-3.327, -0.731, 0.569], [-3.358, 0.327, 1.962], [1.312, -3.015, -1.136], [1.830, 1.168, -5.327], [3.522, -1.161, -0.832], [1.764, -0.116, 2.072], [-1.099, -0.881, -2.961], [-1.908, 2.027, 2.601], [1.975, -2.470, 1.451], [-0.943, 1.744, 4.028], [0.521, 3.410, 4.094], [-0.661, 2.453, -2.087], [3.501, -1.596, 1.595], [-4.722, 1.948, 0.573], [-0.374, -2.198, 1.662], [-2.534, 3.996, -2.502], [-2.585, -4.143, 0.363], [2.326, 4.780, 3.082], [4.018, 1.803, -6.320], [-1.811, -0.339, 3.486], [-4.621, 3.760, -1.135], [2.405, 0.312, 0.648], [3.607, 1.230, -1.434], [3.530, -2.886, -0.462], [2.856, 4.423, 0.651], [-2.240, -2.944, -3.744], [-2.100, -2.317, 2.043], [5.985, 2.163, -4.840], [1.868, -1.897, -2.181]], "lowdin_charge": [0.9294, 0.0554, -0.2092, 0.1212, 0.0634, 0.0070, -0.3464, -0.2251, 0.0344, 0.0111, 0.0239, 0.0353, -0.0209, -0.0626, -0.1981, 0.0353, -0.0034, -0.0952, 0.0178, -0.0020, -0.0937, -0.2283, -0.2397, -0.2683, -0.0836, 0.0039, 0.0123, -0.0556, -0.1490, 0.0205, -0.5441, 0.0172, -0.2322, -0.1166, -0.0736, -0.0035, 0.0424, -0.0047, 0.0051, -0.1199, 0.1060, 0.1292, 0.1254, 0.1479, 0.1478, 0.0935, 0.1284, 0.1130, 0.0922, 0.1053, 0.1317, 0.1146, 0.1330, 0.1287, 0.1158, 0.1309, 0.1354, 0.1279, 0.1292, 0.1326, 0.1304, 0.1224, 0.1448, 0.1313, 0.0817, 0.1039, 0.1277, 0.1273, 0.1261, 0.1531, 0.1321, 0.0909], "homo_ev": [-14.517, -14.509], "lumo_energy_ev": [-7.2, -6.7], "orbital_gap_ev": [7.3, 7.8], "max_force_ev_per_a": 1.7, "multiplicity": 2, "s_squared": 0.756, "total_charge": 2}